# 1
Molecular formula: C22H20N7NbS
Method: DFT, wB97M-V/def2-TZVPD

Frontier orbital gap = 5.8935 eV
E_HOMO = -0.4958 Ha
DFT total energy = -45941.0058 eV
LUMO level = -7.5968 eV
Total charge = +2

Last column: natural (NBO) charge in e.
Atoms and positions in Å:
Nb  1.4094  -0.4317  -0.3871  1.71
N  -1.7774  -3.5822  -1.3288  -0.75
C  -1.0215  -2.4611  -1.1498  0.33
S  0.7079  -2.7614  -0.9662  -0.15
N  -1.6322  -1.2992  -0.8684  -0.39
N  -0.8141  -0.2081  -0.8019  -0.37
C  -1.3625  1.0196  -0.8251  0.37
C  -2.8679  1.1238  -1.0043  -0.15
C  -3.4130  2.1457  -1.8315  -0.21
C  -4.7892  2.2010  -1.9711  -0.20
C  -5.6662  1.2869  -1.3837  -0.15
C  -5.0981  0.3214  -0.5913  -0.20
C  -3.7003  0.2020  -0.4071  -0.15
C  -0.4772  2.1372  -0.5469  0.16
C  -0.8875  3.4539  -0.2553  -0.21
C  0.0710  4.4515  -0.0803  -0.08
C  1.4493  4.0504  0.0215  -0.23
C  1.7581  2.7337  -0.2036  0.07
N  0.8404  1.7232  -0.3732  -0.53
H  -1.2925  -4.4712  -1.4219  0.42
H  -2.6274  -3.4106  -1.8740  0.43
H  -2.8275  2.8342  -2.4129  0.22
H  -5.1149  2.9590  -2.6750  0.23
H  -6.7575  1.2976  -1.5438  0.25
H  -5.6862  -0.4770  -0.0977  0.23
H  -3.3152  -0.5493  0.1967  0.24
H  -1.9449  3.7098  -0.4136  0.27
H  -0.1847  5.5269  0.0409  0.27
H  2.2955  4.8053  0.1432  0.28
H  2.8039  2.3566  -0.2269  0.23
N  1.7576  -0.6786  1.3307  -0.56
C  1.6394  -1.1234  2.5802  0.04
C  0.6500  -0.5369  3.4234  -0.19
C  0.4441  -0.9802  4.7335  -0.19
C  1.2160  -1.9947  5.3337  -0.16
C  2.1440  -2.6352  4.4541  -0.19
C  2.3429  -2.2606  3.1103  -0.20
H  0.0779  0.3306  3.0642  0.21
H  -0.2874  -0.4785  5.2968  0.23
H  1.1696  -2.2407  6.3984  0.25
H  2.7905  -3.4615  4.8595  0.24
H  3.1320  -2.7854  2.5193  0.23
N  3.7720  -1.5900  -3.3817  -0.45
C  4.6709  -1.9229  -2.2884  -0.04
C  4.2000  -1.2335  -1.2231  -0.05
N  3.1111  -0.4562  -1.5680  -0.61
C  2.8789  -0.7272  -2.8847  0.26
H  3.8771  -1.8930  -4.3256  0.46
H  5.5163  -2.5125  -2.3736  0.26
H  4.6725  -1.2409  -0.2487  0.27
H  2.1467  -0.2665  -3.5712  0.26

Forces on atoms 1 to 2 (eV/Å):
-1.69 -0.08 1.83
0.20 1.27 -0.72

# 2
Molecular formula: C48H81CrN8PSi2
Method: DFT, wB97M-V/def2-TZVPD

Frontier orbital gap (spin up / spin down) = 4.6601 / 4.9513 eV
2S+1 = 5
E_HOMO (spin up / spin down) = -0.0164 / -0.0271 Ha
DFT total energy = -116484.1538 eV
LUMO level (spin up / spin down) = 4.2144 / 4.2136 eV
Total charge = -2

Last column: Löwdin spin population.
Atoms and positions in Å:
Cr  -0.1426  0.8300  -0.7384  3.74
C  2.7218  4.7702  -0.0332  0.00
Si  2.2379  2.9836  0.4070  0.01
C  1.1341  3.1101  1.9281  0.00
C  3.8384  2.1771  0.9935  0.00
N  1.4170  2.2157  -0.8592  0.01
C  1.7186  2.4585  -2.1838  0.01
C  2.9627  2.8852  -2.6601  0.00
C  3.2081  3.1306  -4.0174  0.00
C  2.1935  2.9340  -4.9324  0.00
C  0.9393  2.4938  -4.4859  0.00
C  0.6578  2.2514  -3.1364  0.01
N  -0.5581  1.8210  -2.6250  0.01
Si  -1.9807  1.9419  -3.5347  0.00
C  -2.1582  0.6965  -4.9595  0.00
C  -3.5037  1.6238  -2.4887  0.00
C  -2.2307  3.6667  -4.2790  0.00
H  2.6923  5.3828  0.8766  0.00
H  2.0305  5.2024  -0.7628  0.00
H  3.7296  4.8398  -0.4541  0.00
H  1.7081  2.9684  2.8485  0.00
H  0.3359  2.3645  1.8977  0.00
H  0.6694  4.0972  1.9836  0.00
H  4.3902  2.8299  1.6820  0.00
H  4.4903  1.9257  0.1502  0.00
H  3.5808  1.2531  1.5149  0.00
H  3.7730  3.0173  -1.9487  0.00
H  4.1911  3.4597  -4.3391  0.00
H  2.3595  3.1047  -5.9914  0.00
H  0.1584  2.3324  -5.2221  0.00
H  -2.2556  -0.3163  -4.5511  0.00
H  -1.3024  0.6986  -5.6402  0.00
H  -3.0625  0.9092  -5.5440  0.00
H  -3.7858  0.5734  -2.5771  0.00
H  -4.3484  2.2336  -2.8320  0.00
H  -3.3072  1.8413  -1.4363  0.00
H  -1.3247  4.0699  -4.7385  0.00
H  -2.5350  4.3560  -3.4824  0.00
H  -3.0283  3.6489  -5.0322  0.00
C  -5.5198  -1.8685  0.2918  0.00
C  -4.8260  -1.2346  -0.9194  0.00
C  -5.9034  -0.8746  -1.9544  0.00
C  -3.7441  -2.1355  -1.5299  0.00
C  -4.2429  -3.2789  -2.1518  0.00
C  -3.4355  -4.1144  -2.8894  0.00
C  -2.1099  -3.7638  -3.0417  0.00
C  -1.5326  -2.6481  -2.4309  0.00
C  -0.0349  -2.5418  -2.7394  0.00
C  0.7849  -3.2913  -1.6926  0.00
C  0.5946  -1.1798  -2.9937  0.03
C  -2.3457  -1.8467  -1.5883  0.00
N  -1.8312  -0.7365  -0.8646  0.01
C  -2.3545  -0.5670  0.3100  0.01
C  -2.3431  0.6338  1.0494  0.01
C  -3.0524  0.9052  2.2373  0.01
C  -3.0540  2.2819  2.3681  0.01
C  -2.3575  2.7887  1.2365  0.01
N  -1.9032  1.8024  0.4711  0.04
C  -2.3449  4.2377  0.7868  0.00
C  -2.1711  5.1768  1.9846  0.00
C  -3.7136  4.5218  0.1418  0.00
C  -1.2662  4.5098  -0.2596  0.00
H  -6.2977  -1.2010  0.6741  0.00
H  -4.8323  -2.0838  1.1108  0.00
H  -5.9964  -2.8121  0.0074  0.00
H  -4.3805  -0.2940  -0.6053  0.00
H  -6.5772  -1.7153  -2.1431  0.00
H  -5.4655  -0.5723  -2.9058  0.00
H  -6.5073  -0.0436  -1.5812  0.00
H  -5.3028  -3.4935  -2.0706  0.00
H  -3.8354  -4.9985  -3.3717  0.00
H  -1.4679  -4.3832  -3.6585  0.00
H  0.0568  -3.0936  -3.6795  0.00
H  0.7896  -2.7292  -0.7585  0.00
H  1.8203  -3.3601  -2.0342  0.00
H  0.4024  -4.3026  -1.5162  0.00
H  0.7878  -0.6672  -2.0521  0.02
H  -0.0132  -0.5306  -3.6198  0.00
H  1.5661  -1.3211  -3.4764  0.00
H  -2.9024  -1.3892  0.7693  0.00
H  -3.5181  0.1734  2.8858  0.00
H  -3.5266  2.8601  3.1490  0.00
H  -3.0077  5.0922  2.6853  0.00
H  -2.1265  6.2145  1.6375  0.00
H  -1.2508  4.9560  2.5281  0.00
H  -4.5287  4.3008  0.8369  0.00
H  -3.8488  3.9047  -0.7506  0.00
H  -3.7780  5.5754  -0.1542  0.00
H  -0.2692  4.4766  0.1727  0.00
H  -1.4189  5.5090  -0.6856  0.00
H  -1.2828  3.7703  -1.0634  0.00
N  0.9091  -0.5133  0.5707  0.02
P  1.6613  -1.4318  1.4926  0.02
N  2.2857  -0.7406  2.9332  0.00
C  1.3197  -0.0182  3.7578  0.00
C  2.0278  0.7622  4.8776  0.00
C  3.4350  1.1616  4.4468  0.00
C  4.2886  -0.0870  4.1927  0.00
C  3.4117  -1.2456  3.6890  0.00
N  0.8200  -2.8078  2.0792  0.00
C  1.2015  -3.4440  3.3274  0.00
C  0.6149  -4.8496  3.4295  0.00
C  -0.9227  -4.8459  3.2617  0.00
C  -1.4241  -3.4594  2.8584  0.00
C  -0.5915  -2.9192  1.7079  0.00
N  3.0710  -2.1648  0.8762  0.00
C  4.0705  -1.2353  0.3414  0.00
C  5.2397  -1.9788  -0.2947  0.00
C  4.7214  -3.1159  -1.1630  0.00
C  3.9895  -4.1491  -0.2904  0.00
C  3.4948  -3.5402  1.0301  0.00
H  0.5850  -0.7069  4.2100  0.00
H  0.7615  0.6504  3.1070  0.00
H  2.0904  0.1491  5.7845  0.00
H  1.4311  1.6405  5.1329  0.00
H  3.9080  1.8075  5.1914  0.00
H  3.3690  1.7367  3.5247  0.00
H  4.7923  -0.4022  5.1146  0.00
H  5.0680  0.1440  3.4610  0.00
H  3.0756  -1.8387  4.5574  0.00
H  3.9956  -1.9187  3.0614  0.00
H  0.8940  -2.8616  4.2094  0.00
H  2.2890  -3.5107  3.3864  0.00
H  0.9001  -5.2787  4.3945  0.00
H  1.0743  -5.4730  2.6570  0.00
H  -1.4166  -5.1869  4.1755  0.00
H  -1.2061  -5.5498  2.4741  0.00
H  -1.3730  -2.7669  3.7052  0.00
H  -2.4732  -3.5070  2.5516  0.00
H  -0.9189  -1.9300  1.4170  0.00
H  -0.7280  -3.5720  0.8333  0.00
H  4.4507  -0.5612  1.1191  0.00
H  3.5843  -0.5997  -0.4061  0.00
H  5.9039  -2.3834  0.4788  0.00
H  5.8292  -1.2658  -0.8748  0.00
H  5.5330  -3.5887  -1.7220  0.00
H  4.0314  -2.6956  -1.9011  0.00
H  4.6509  -4.9903  -0.0550  0.00
H  3.1384  -4.5581  -0.8356  0.00
H  4.2915  -3.6391  1.7910  0.00
H  2.6487  -4.1224  1.3842  0.00

Forces on atoms 1 to 2 (eV/Å):
0.63 0.17 -0.21
0.06 0.10 0.03

# 3
Molecular formula: C3H2Cl2GaO4Tl
Method: DFT, wB97M-V/def2-TZVPD

Frontier orbital gap (spin up / spin down) = 6.7920 / 6.2843 eV
E_HOMO (spin up / spin down) = -0.9902 / -0.9715 Ha
DFT total energy = -93389.5052 eV
Energy relative to the best compared isomer or geometry (same formula, charge and spin) = 81.86 kcal per mole
LUMO level (spin up / spin down) = -20.1519 / -20.1523 eV
Total charge = +4

Last column: Mulliken charge in e.
Atoms and positions in Å:
Tl  -1.7598  -0.5968  -4.1133  1.25
Ga  -0.1548  1.8781  0.9135  1.26
Cl  -0.5821  -1.9255  -2.3008  0.06
Cl  -2.2292  2.1702  0.0312  0.03
C  1.2813  0.8155  -0.3203  0.46
C  0.5431  -2.7605  -4.2119  0.39
C  -0.2255  1.1962  -3.9987  0.32
O  2.3154  0.4622  -0.6609  0.05
O  1.4024  -3.1378  -3.5536  0.01
O  0.5632  1.8037  -3.4047  -0.02
O  -1.0507  -0.6195  1.4186  -0.63
H  -0.9899  -0.5808  2.3862  0.41
H  -1.9858  -0.4038  1.2395  0.42

Forces on atoms 1 to 2 (eV/Å):
-1.35 -0.71 -1.05
-3.27 -1.44 -1.23

# 4
Molecular formula: C4H4N2O
Method: DFT, wB97M-V/def2-TZVPD

Frontier orbital gap = 8.8601 eV
E_HOMO = -0.3318 Ha
DFT total energy = -9235.9807 eV
SMILES = [H]/N=C/N1C=C1C=O
Energy relative to the best compared isomer or geometry (same formula, charge and spin) = 103.94 kcal per mole
LUMO level = -0.1680 eV

Last column: natural (NBO) charge in e.
Atoms and positions in Å:
H  1.3507  -2.1302  0.9509  0.35
N  0.7718  -1.3469  0.6565  -0.66
C  1.3845  -0.5612  -0.1265  0.26
N  0.6648  0.4711  -0.7854  -0.46
C  0.1966  1.6500  -0.0423  0.02
C  -0.6476  0.6879  -0.0992  0.04
C  -1.8966  -0.0692  -0.0529  0.38
O  -2.1189  -0.9718  -0.8211  -0.47
H  2.4226  -0.6561  -0.4578  0.16
H  0.4855  2.6845  0.0516  0.24
H  -2.6134  0.2420  0.7264  0.14

Forces on atoms 1 to 2 (eV/Å):
0.06 0.16 0.06
0.33 0.18 -0.31

# 5
Molecular formula: C9H16N2O2
Method: DFT, wB97M-V/def2-TZVPD

Frontier orbital gap = 9.7203 eV
E_HOMO = -0.3575 Ha
DFT total energy = -16667.5895 eV
SMILES = O=c1cc[nH]c(=O)[nH]1.CCCCC
Energy relative to the best compared isomer or geometry (same formula, charge and spin) = 39.62 kcal per mole
LUMO level = -0.0076 eV

Last column: natural (NBO) charge in e.
Atoms and positions in Å:
O  4.7757  -1.4590  0.2104  -0.58
C  4.0162  -0.4730  0.0522  0.63
C  4.2604  0.9271  0.1851  -0.39
C  3.2677  1.8790  0.0899  0.08
N  1.9440  1.4958  0.0335  -0.62
C  1.5580  0.1771  -0.2479  0.78
O  0.3458  -0.1842  -0.4613  -0.63
N  2.6627  -0.6989  -0.3119  -0.65
H  5.1931  1.3620  0.3111  0.24
H  3.6354  2.9464  0.1094  0.24
H  1.0480  2.1191  0.2184  0.45
H  2.5910  -1.6868  -0.7711  0.45
C  -6.1802  0.8916  -0.1251  -0.60
C  -4.7034  0.8544  0.1311  -0.39
C  -4.1085  -0.5323  0.0764  -0.40
C  -2.5770  -0.5883  0.2117  -0.39
C  -1.9691  -2.0052  0.1441  -0.60
H  -6.3930  0.5761  -1.1853  0.20
H  -6.7272  0.2223  0.5409  0.20
H  -6.5916  1.9102  -0.0040  0.21
H  -4.5009  1.2726  1.1386  0.19
H  -4.1907  1.5075  -0.6273  0.19
H  -4.5210  -1.1812  0.9128  0.19
H  -4.3987  -1.0146  -0.8651  0.19
H  -2.2898  -0.1715  1.2116  0.18
H  -2.0176  -0.0402  -0.5762  0.21
H  -2.2703  -2.4846  -0.7799  0.19
H  -0.8728  -1.9638  0.2271  0.23
H  -2.2977  -2.5872  0.9895  0.19

Forces on atoms 1 to 2 (eV/Å):
-1.74 2.81 -0.68
0.35 -2.44 0.57

# 6
Molecular formula: C25H25BrF6GaN6O8S2
Method: DFT, wB97M-V/def2-TZVPD

Frontier orbital gap = 6.8221 eV
E_HOMO = -0.3613 Ha
DFT total energy = -212039.4852 eV
Energy relative to the best compared isomer or geometry (same formula, charge and spin) = 30.84 kcal per mole
LUMO level = -3.0102 eV
Total charge = +1

Last column: Mulliken charge in e.
Atoms and positions in Å:
Ga  -1.2257  0.0264  0.0971  1.13
C  -2.4178  -4.5726  -0.5191  -1.08
N  -1.9479  -4.1159  0.7772  0.11
C  -1.6967  -5.1542  1.7540  -0.97
C  -1.7097  -2.8314  0.9728  1.01
O  -1.9435  -1.9832  0.0955  -0.86
C  -1.1232  -2.3878  2.3156  -1.06
O  -0.6835  -1.0435  2.2314  -0.05
C  -1.2407  -0.1447  3.1672  -2.06
C  -2.5542  0.4122  2.6141  1.66
O  -2.7440  0.3060  1.3769  -0.55
N  -3.4564  0.9542  3.4013  0.23
C  -4.6914  1.4893  2.8560  -1.07
C  -3.2972  1.1811  4.8199  -1.04
H  -3.3976  -5.0396  -0.4182  0.37
H  -2.4926  -3.7221  -1.1931  0.29
H  -1.7133  -5.2995  -0.9269  0.40
H  -2.2871  -6.0290  1.4848  0.33
H  -0.6435  -5.4443  1.7612  0.32
H  -1.9857  -4.8428  2.7555  0.36
H  -1.8916  -2.5114  3.0883  0.55
H  -0.2553  -3.0142  2.5614  0.54
H  -1.3483  -0.6361  4.1392  0.67
H  -0.5377  0.6945  3.2373  0.41
H  -4.7551  1.2862  1.7899  0.23
H  -5.5403  1.0303  3.3639  0.43
H  -4.7258  2.5671  3.0151  0.36
H  -2.3337  0.8481  5.1868  0.37
H  -3.3834  2.2488  5.0265  0.36
H  -4.0922  0.6670  5.3630  0.33
Br  6.3633  2.2236  0.0056  -0.17
C  5.5891  1.4155  -1.5210  0.03
C  6.2500  0.3643  -2.1449  -0.58
C  5.6564  -0.2540  -3.2230  -0.07
C  4.3816  0.1400  -3.6509  -0.39
C  3.7578  1.2380  -3.0454  0.12
C  4.3698  1.8800  -1.9901  -0.47
N  3.8676  -0.5666  -4.7302  -0.43
N  2.6844  -0.8204  -4.9272  -0.53
C  1.6234  -0.6238  -4.0726  0.31
C  0.4490  -0.1036  -4.6046  -0.44
C  -0.6524  0.1905  -3.8075  -0.67
C  -0.6222  -0.0538  -2.4459  0.53
O  -1.6360  0.2958  -1.6468  -0.77
C  0.5289  -0.6715  -1.8933  -0.06
N  0.5166  -0.8900  -0.5596  0.16
C  1.5699  -1.4160  0.0296  -0.21
C  2.6738  -1.8570  -0.6953  -1.42
C  2.7039  -1.6771  -2.0606  -0.92
C  1.6502  -1.0035  -2.6954  0.79
H  7.2163  0.0480  -1.7853  0.44
H  6.1378  -1.0755  -3.7306  0.50
H  2.8063  1.6025  -3.4035  0.42
H  3.8844  2.7198  -1.5178  0.58
H  0.4308  0.1446  -5.6547  0.46
H  -1.5343  0.6502  -4.2254  0.56
H  1.5366  -1.5031  1.1066  0.67
H  3.4981  -2.3229  -0.1786  0.47
H  3.5389  -2.0471  -2.6349  0.74
F  0.8863  3.3350  2.3731  -0.16
C  1.5363  3.2406  1.2246  0.53
F  2.0510  4.3949  0.8680  -0.21
F  2.5481  2.3904  1.4437  -0.18
S  0.5216  2.3490  -0.1036  1.23
O  -0.3078  1.5318  0.8434  -0.18
O  1.4888  1.5810  -0.8063  -0.53
N  -0.3368  3.1893  -1.0674  -0.54
S  -1.2168  4.3308  -0.3762  0.91
O  -1.6949  5.2938  -1.2896  -0.66
O  -0.5743  4.7214  0.8388  -0.59
C  -2.7292  3.3687  0.2470  0.63
F  -2.9233  2.2294  -0.4300  -0.18
F  -3.8633  4.0513  0.2179  -0.25
F  -2.5103  3.0268  1.5251  -0.21

Forces on atoms 1 to 2 (eV/Å):
-0.42 -1.95 0.71
-0.13 0.08 -0.48

Look up the DFT total energy of the first one.
-45941.0058 eV

Copy entry 5 word for word.
Molecular formula: C9H16N2O2
Method: DFT, wB97M-V/def2-TZVPD

Frontier orbital gap = 9.7203 eV
E_HOMO = -0.3575 Ha
DFT total energy = -16667.5895 eV
SMILES = O=c1cc[nH]c(=O)[nH]1.CCCCC
Energy relative to the best compared isomer or geometry (same formula, charge and spin) = 39.62 kcal per mole
LUMO level = -0.0076 eV

Last column: natural (NBO) charge in e.
Atoms and positions in Å:
O  4.7757  -1.4590  0.2104  -0.58
C  4.0162  -0.4730  0.0522  0.63
C  4.2604  0.9271  0.1851  -0.39
C  3.2677  1.8790  0.0899  0.08
N  1.9440  1.4958  0.0335  -0.62
C  1.5580  0.1771  -0.2479  0.78
O  0.3458  -0.1842  -0.4613  -0.63
N  2.6627  -0.6989  -0.3119  -0.65
H  5.1931  1.3620  0.3111  0.24
H  3.6354  2.9464  0.1094  0.24
H  1.0480  2.1191  0.2184  0.45
H  2.5910  -1.6868  -0.7711  0.45
C  -6.1802  0.8916  -0.1251  -0.60
C  -4.7034  0.8544  0.1311  -0.39
C  -4.1085  -0.5323  0.0764  -0.40
C  -2.5770  -0.5883  0.2117  -0.39
C  -1.9691  -2.0052  0.1441  -0.60
H  -6.3930  0.5761  -1.1853  0.20
H  -6.7272  0.2223  0.5409  0.20
H  -6.5916  1.9102  -0.0040  0.21
H  -4.5009  1.2726  1.1386  0.19
H  -4.1907  1.5075  -0.6273  0.19
H  -4.5210  -1.1812  0.9128  0.19
H  -4.3987  -1.0146  -0.8651  0.19
H  -2.2898  -0.1715  1.2116  0.18
H  -2.0176  -0.0402  -0.5762  0.21
H  -2.2703  -2.4846  -0.7799  0.19
H  -0.8728  -1.9638  0.2271  0.23
H  -2.2977  -2.5872  0.9895  0.19

Forces on atoms 1 to 2 (eV/Å):
-1.74 2.81 -0.68
0.35 -2.44 0.57